# C4H8N3

A gas-phase ion, C4H8N3 (charge +1) at a distorted geometry (ωB97M-V/def2-TZVPD, the Open Molecules 2025 dataset).

Results
SMILES = CC[n+]1cnc[nH]1
Net charge = +1
LUMO energy = -4.5 eV
HOMO-LUMO gap = 11.15 eV
2S+1 = 1
Relative energy (zero: lowest compared OMol25 entry of this formula, charge and spin) = 322.32 kJ/mol

XYZ file:
```
15
C4H8N3 | the Open Molecules 2025 dataset | ωB97M-V/def2-TZVPD
H -0.87642 -2.02814 -0.57181
H 1.89870 -0.38887 1.24474
H -0.91226 2.12307 0.15678
N -0.30823 -0.03070 -0.35885
N -1.19579 -1.04763 -0.31168
H 1.52317 1.19676 0.94192
H 1.41361 0.38952 -1.56444
N -2.25323 0.66810 0.40402
C 1.90212 0.32593 0.49043
C -2.28533 -0.63722 0.26552
H 2.98076 0.71884 0.35031
H 1.35799 -1.18705 -0.72610
H -3.25756 -1.06563 0.24549
C -1.08119 1.11800 0.07034
C 1.09365 -0.15499 -0.63665
```



# C2H5N2O3

2 unconnected molecules or ions with the total composition C2H5N2O3 at a distorted geometry (ωB97M-V/def2-TZVPD, the Open Molecules 2025 dataset).

Results
Net charge = -1
LUMO energy = 4.3 eV
HOMO-LUMO gap = 7.94 eV
2S+1 = 1
Relative energy (zero: lowest compared OMol25 entry of this formula, charge and spin) = 398.55 kJ/mol

XYZ file:
```
12
C2H5N2O3 | the Open Molecules 2025 dataset | ωB97M-V/def2-TZVPD
N 0.04057 -1.70201 0.17843
N 0.22922 -0.36829 0.69907
H 0.69524 -1.61380 -0.66238
O 2.30256 -0.12811 -0.38024
H 0.19035 1.97446 0.43654
C -1.55578 0.54010 -0.37796
O -1.56345 1.67303 0.07685
H 0.59526 -2.31000 0.86047
H -1.75942 -0.38056 0.11654
C 1.27229 0.27921 0.21659
H -1.56103 0.36838 -1.49283
O 1.11420 1.66761 0.32891
```



# C4H5NO

A molecular structure, C4H5NO at a distorted geometry (ωB97M-V/def2-TZVPD, the Open Molecules 2025 dataset).

Results
LUMO energy = 0.6 eV
HOMO-LUMO gap = 9.69 eV
2S+1 = 1
Relative energy (zero: lowest compared OMol25 entry of this formula, charge and spin) = 357.56 kJ/mol

XYZ file:
```
11
C4H5NO | the Open Molecules 2025 dataset | ωB97M-V/def2-TZVPD
H -1.63852 -1.81079 2.02279
H 1.13269 -1.14329 -0.08462
C -1.03245 -0.95684 1.83080
O 1.11434 1.60927 -1.61270
H -1.61004 0.08981 -0.06373
C -0.52120 0.85347 -0.01017
H 2.19754 -0.62825 -1.34151
C 0.72353 0.69775 -0.90605
H -0.87396 1.88452 0.00230
C -0.80727 -0.06810 1.02462
N 1.31533 -0.52753 -0.86174
```



# C19H44B3IN6O9

6 unconnected molecules or ions with the total composition C19H44B3IN6O9 at a distorted geometry (ωB97M-V/def2-TZVPD, the Open Molecules 2025 dataset).

Results
SMILES = CNCB1OBOB(CC(=O)I)O1.CN(C)C=O.CN(C)C=O.CN(C)C=O.CN(C)C=O.CN(C)C=O
LUMO energy = 0.2 eV
HOMO-LUMO gap = 8.94 eV
2S+1 = 1

XYZ file:
```
82
C19H44B3IN6O9 | the Open Molecules 2025 dataset | ωB97M-V/def2-TZVPD
O -0.85542 -1.77839 -1.90022
H -4.57517 -6.38575 0.24582
H -0.07274 -2.56697 9.23326
H 1.11600 0.68779 0.36036
B -0.67182 -0.43340 -2.26904
C 2.54095 5.63727 -8.02998
B 0.39908 -0.05035 -0.23182
O 3.29401 -4.13695 -1.41223
H 0.66203 2.15677 -2.76428
H -1.06871 1.49574 -5.00063
H -1.55132 -3.71086 0.52049
H 2.02322 3.12849 -8.17067
C 0.96602 -5.38147 10.42915
H 3.30625 6.09360 -7.39913
H 3.02690 4.96086 -8.73126
C 0.50303 -2.94455 10.07877
C 2.45159 -3.33311 -1.58345
H 0.06843 -3.29490 5.86455
C -3.73541 -6.15463 -0.40965
H 0.65613 6.65495 -3.40811
C 2.11633 -4.07886 8.70455
H -2.11904 6.48099 -1.64570
O 2.35718 -3.06374 8.08068
N 1.22302 -4.15212 9.71200
H 1.19616 1.80296 -4.41590
H -1.94593 -4.13833 -1.16040
B 0.15254 -2.21025 -1.06308
H 0.89585 -4.23034 -0.54225
H 0.55928 -4.01513 -2.25755
C 0.78440 -0.67655 3.97496
H 1.19619 -5.27043 11.49078
H -0.01849 -1.60016 6.40158
H 0.89187 8.32081 -2.88257
C 0.49502 -2.30129 5.74214
H 0.22593 -3.73322 3.35032
C -2.32794 -4.10160 -0.13824
N -1.11626 7.71562 -3.01835
H 0.17052 3.20743 -4.11521
C -0.31922 -2.78830 3.42457
H -2.53168 8.34679 -4.35722
H 1.00910 5.16242 -5.23608
N 0.33185 -1.89075 4.35355
H 0.37143 7.08924 -1.71113
N -2.70913 -5.42177 0.31164
H -3.08568 7.78225 -2.35576
O 0.44206 -1.41524 0.03246
O -0.45112 0.43026 -1.19801
H -0.07976 -5.68023 10.33159
O -2.42994 -7.10724 1.80488
H -4.08275 -5.54642 -1.24175
C -2.10007 7.52177 -1.97441
C 0.28037 7.42944 -2.73983
H 2.04358 6.42764 -8.59502
N 1.58806 4.89749 -7.23151
O -0.66224 8.32666 -5.15711
H -1.37543 -5.36850 1.86879
C 0.36076 2.18285 -3.81216
H 1.59117 -6.17377 10.02120
H -1.34052 -3.00050 3.75263
O 0.59401 2.92414 -6.73522
H -3.33990 -7.09698 -0.78909
O 1.31306 0.12747 4.71495
C -1.45153 8.15433 -4.24679
H 1.07688 6.64915 -6.20835
H -1.34579 -0.62815 -4.31577
H 1.54348 -2.32017 6.02852
C -2.14217 -6.00398 1.38961
H -3.17577 -3.41395 -0.11477
H -0.25347 5.50190 -6.42052
H -0.17093 -3.17317 10.90118
H 0.61505 -0.47352 2.90216
H -1.88289 8.15460 -1.11166
C -0.61775 -0.02200 -3.76934
C 0.81309 5.59551 -6.21800
H 1.19624 -2.16076 10.38416
N -0.85765 1.40349 -4.01279
I 3.01910 -1.37162 -2.32702
H 2.61534 -5.03995 8.49462
H 0.37126 -0.34125 -4.15316
C 0.97366 -3.52260 -1.37524
H -0.35293 -2.32362 2.43944
C 1.38911 3.57716 -7.38788
```



# C27H70N5O8S

6 unconnected molecules or ions with the total composition C27H70N5O8S (ωB97M-V/def2-TZVPD, the Open Molecules 2025 dataset).

Results
Net charge = +1
LUMO energy = -2.6 eV
HOMO-LUMO gap = 8.44 eV
2S+1 = 1

XYZ file:
```
111
C27H70N5O8S | the Open Molecules 2025 dataset | ωB97M-V/def2-TZVPD
H -7.53094 1.01512 2.88029
N 5.48519 -6.00928 2.04321
C -3.18732 -1.02376 -6.30545
H -7.46006 0.43065 1.21068
H -0.97831 8.94068 1.52155
H -0.75042 -0.54407 1.90905
C 0.06460 6.90731 -0.80215
H -5.27898 0.36324 3.68878
H 2.32027 2.53280 3.19804
H 3.04544 0.90288 0.12157
H 1.97093 -0.64089 -1.66074
H -6.43102 -2.05922 -5.59395
C 5.00326 -1.42758 0.49486
H 5.92211 2.01006 2.75277
C -4.46428 -0.83245 -3.31981
C 1.87488 -0.78326 -0.58324
C -4.42351 -1.91654 -6.33691
H -4.70227 -1.29544 3.46910
H 4.33182 5.08111 5.47704
H -1.53385 -2.62440 -2.77693
C 1.35851 6.12312 -0.56546
H 0.22440 -3.25323 -0.77633
C -5.24836 -0.48046 2.98804
C 3.98119 2.65906 2.04415
S 0.36006 0.07236 -0.05644
H -3.78966 1.49796 0.83485
H 3.46707 6.41957 -0.22020
O 4.25802 -0.67124 -0.38416
H 4.83521 0.68852 2.35742
O -0.59278 7.31258 0.37971
H 4.18125 -7.57399 1.71409
H -3.39192 -0.98904 -3.47217
H 0.18316 -1.89517 1.25198
H 4.42879 -7.44124 -0.84102
H -4.78664 -3.93276 -6.35134
H 1.75157 -1.84452 -0.36569
C -0.62233 -3.80218 -1.19866
H -2.57912 -1.20207 -7.19094
H -2.05028 -2.58023 0.71534
H 2.96306 -4.99209 -1.40146
H -2.63250 -0.91925 0.64085
H 2.97518 -0.42815 1.24170
H -3.78272 -3.45251 -5.18022
O -4.46495 -0.12645 1.85360
O -1.75253 -1.57716 -1.07655
C 2.53603 6.97458 -0.10688
O -5.24262 -1.78749 -4.00142
H 4.44330 -2.30525 0.86395
C 4.49475 -6.66315 1.19295
H 4.58998 1.59795 3.83928
H 0.70832 8.40287 1.60305
H 0.11607 9.25282 0.15908
H 0.45933 4.38701 0.03164
H 5.70122 -5.08890 1.67326
C 4.88200 1.68622 2.79170
O 3.41555 -4.50408 0.58018
H 4.52855 3.35292 5.14017
H 4.62839 -4.44655 -1.12798
H -3.45632 0.03369 -6.27655
C -7.62799 0.13221 2.24636
H -4.71466 0.18883 -3.62674
H -5.51542 1.17934 0.60279
H -0.99394 -4.48826 -0.43678
C 5.15923 -7.08043 -0.11448
H -4.94014 1.87816 2.13103
H -5.75592 -0.42729 -5.47210
H 2.70696 -5.76727 1.97185
C -0.51678 -1.09818 0.99956
C 4.60628 4.35598 4.71301
H -4.86226 -1.83721 -7.33673
H -0.23443 -4.41201 -2.01556
H 2.53328 -6.35274 0.30784
N 1.16873 5.02162 0.38771
C 3.04868 -0.18320 0.17663
H -2.68545 -3.32032 -1.64827
H -2.56595 -1.24478 -5.43537
H 2.01829 2.97455 1.68278
H 5.87774 -7.87561 0.07519
C -0.15092 8.53591 0.94172
H -7.03721 -1.39955 3.60366
H 0.76599 5.41316 1.23630
H 2.61231 7.89353 -0.68923
H 5.28034 4.40000 2.25934
H 3.65508 4.70721 1.61972
H -6.19187 -2.85472 2.00257
H 2.44234 7.24335 0.94625
C -4.70386 1.16929 1.33255
H 5.64559 4.53068 4.41760
C -1.69612 -2.85737 -1.72552
N -6.69454 -2.03890 1.67075
H -8.65243 -0.22938 2.31389
H 4.18970 2.56105 0.97080
O 3.72808 4.54614 3.61884
H -0.39001 -0.18783 -1.15220
H -4.67897 -0.93932 -2.25549
H -6.21711 -1.72872 0.83013
C -6.66344 -0.97070 2.66795
C -5.52612 -1.49499 -5.36079
H 3.29762 -3.29160 -1.02539
H 5.71001 -6.25067 -0.56015
H 1.62208 5.67654 -1.53036
O 6.11181 -1.15342 0.79696
C 3.21232 -5.84756 1.00724
C -1.82577 -1.58361 0.32831
N -4.00968 -3.30899 -6.16009
H -0.64342 6.25272 -1.31839
C 3.59183 -4.32044 -0.80813
N 2.56025 2.30965 2.23494
H 5.12017 -5.86307 2.97782
H 0.25405 7.77204 -1.45099
C 4.21987 4.13520 2.35941
```



# C4H11NO2

2 unconnected molecules or ions with the total composition C4H11NO2 at a distorted geometry (ωB97M-V/def2-TZVPD, the Open Molecules 2025 dataset).

Results
SMILES = CCCC(N)=O.O
LUMO energy = 0.7 eV
HOMO-LUMO gap = 10.32 eV
2S+1 = 1
Relative energy (zero: lowest compared OMol25 entry of this formula, charge and spin) = 39.69 kJ/mol

XYZ file:
```
18
C4H11NO2 | the Open Molecules 2025 dataset | ωB97M-V/def2-TZVPD
H -0.48587 -0.70828 -0.29779
H 1.07093 0.89989 1.79393
H -2.74698 2.05998 0.59431
H -0.68395 -1.37419 -2.36260
N -1.80123 1.71436 0.51727
C 2.02314 -0.35852 0.20012
O 0.23208 -1.58253 -2.51740
H 3.01965 0.02901 0.41059
H 1.91323 -0.30332 -0.88158
H -1.06767 2.34699 0.27712
H -0.36552 -1.25610 1.31406
C -0.42139 -0.33876 0.72891
C 0.87914 0.45825 0.81320
C -1.71383 0.40962 0.93780
H 0.23743 -1.78532 -3.45024
O -2.74772 -0.18102 1.17738
H 1.93972 -1.39166 0.53230
H 0.71886 1.36159 0.21261
```